1.
ORCA calculation (ωB97M-V with the def2-TZVPD basis set) on a 2-piece molecular cluster, C2H4N2O3 overall.

Values from the calculation:
E_LUMO in eV: 0.8
HOMO-LUMO gap in eV: 10.880
HOMO energy in eV: -10.1
Electronic energy in eV: -11260.835
Charge: 0

Cartesian coordinates (Å):
N 0.491 0.669 -0.098
C -0.775 0.185 -0.374
C -0.446 -0.793 1.749
N 1.647 -0.004 -0.526
O -1.715 1.123 -0.133
O -0.977 -0.861 -0.943
O 0.419 -1.524 1.818
H -2.578 0.772 -0.391
H 0.611 1.639 0.161
H 1.886 -0.735 0.147
H 1.436 -0.471 -1.409

2.
ORCA calculation (ωB97M-V with the def2-TZVPD basis set) on the molecule C2H4N2O3.

Values from the calculation:
E_LUMO in eV: 0.6
HOMO-LUMO gap in eV: 10.627
HOMO energy in eV: -10.0
Electronic energy in eV: -11257.886
Charge: 0
Structure (SMILES): O=CNO/C=N\O

Cartesian coordinates (Å):
C -0.693 -0.401 1.118
C 0.417 -0.785 -1.463
H -0.561 2.536 0.673
H -1.397 -1.140 1.494
H 1.419 0.491 -0.225
H 0.898 -0.294 -2.346
N -1.072 0.801 1.062
N 1.114 -0.468 -0.315
O -0.105 1.693 0.665
O 0.531 -0.949 0.860
O -0.551 -1.486 -1.523

3.
ORCA calculation (ωB97M-V with the def2-TZVPD basis set) on the molecule C2H4N2OS.

Values from the calculation:
E_LUMO in eV: 0.6
HOMO-LUMO gap in eV: 10.079
HOMO energy in eV: -9.5
Electronic energy in eV: -18000.104
Charge: 0
Structure (SMILES): [H]/N=C/NSC=O

Cartesian coordinates (Å):
C 1.984 0.028 0.284
C -1.437 0.404 0.370
H 2.691 1.509 -0.615
H 2.979 -0.286 0.711
H 0.814 -1.227 1.344
H -0.641 0.873 0.979
N 1.855 1.081 -0.488
N 0.774 -0.564 0.634
O -2.545 0.754 0.091
S -0.448 -0.819 -0.506

4.
ORCA calculation (ωB97M-V with the def2-TZVPD basis set) on the molecule C2H4N2OS.

Values from the calculation:
E_LUMO in eV: 0.3
HOMO-LUMO gap in eV: 8.350
HOMO energy in eV: -8.1
Electronic energy in eV: -18000.112
Charge: 0
Structure (SMILES): NC(=S)NC=O

Cartesian coordinates (Å):
C -0.251 -0.303 0.652
C 1.569 0.481 -0.782
H -1.478 -1.273 2.031
H 0.226 -1.209 2.723
H 1.767 -0.148 1.293
H 2.807 0.588 -0.820
N -0.574 -0.985 1.772
N 1.036 0.201 0.561
O 0.971 0.698 -1.813
S -1.389 0.055 -0.392

5.
ORCA calculation (ωB97M-V with the def2-TZVPD basis set) on C2H4N2OS as an isolated structure.

Values from the calculation:
E_LUMO in eV: 0.3
HOMO-LUMO gap in eV: 9.260
HOMO energy in eV: -9.0
Electronic energy in eV: -17999.254
Charge: 0

Cartesian coordinates (Å):
C 0.824 -0.586 0.958
C 0.568 -0.422 -1.572
H -0.747 0.812 -0.507
H 1.465 -1.177 1.482
H 1.255 -1.738 -0.754
H 0.768 -1.246 -2.388
N 0.151 0.243 1.611
N 0.697 -0.983 -0.347
O 0.574 0.816 -1.845
S -1.351 0.503 0.735

6.
ORCA calculation (ωB97M-V with the def2-TZVPD basis set) on the molecule C2H4N2OS.

Values from the calculation:
E_LUMO in eV: -0.3
HOMO-LUMO gap in eV: 8.842
HOMO energy in eV: -9.1
Electronic energy in eV: -18000.478
Charge: 0
Structure (SMILES): [H]/N=C(/N)OC=S

Cartesian coordinates (Å):
C -1.169 0.155 -0.152
C 1.019 -0.959 -0.044
H -2.855 -1.211 0.121
H -3.081 0.592 0.504
H -0.005 1.662 -0.413
H 1.441 -2.007 -0.138
N -2.444 -0.288 0.247
N -0.960 1.423 -0.147
O -0.337 -0.919 -0.199
S 1.996 0.325 0.125